{
  "formula": "C3H7NO2",
  "method": "ωB97M-V/def2-TZVPD",
  "multiplicity": 1,
  "homo_lumo_gap_ha": 0.3483,
  "e_above_lowest_kcal_mol": 53.8,
  "smiles": "O=C=CCO.N",
  "molar_mass_g_mol": 89.1,
  "symbols": ["N", "C", "O", "C", "C", "O", "H", "H", "H", "H", "H", "H", "H"],
  "coordinates": [[1.90, -0.35, 0.65], [0.47, 0.35, -1.60], [1.46, 0.70, -2.10], [-0.71, -0.08, -1.19], [-1.47, 0.34, 0.03], [-0.83, -0.07, 1.24], [1.53, 0.12, 1.47], [2.87, -0.57, 0.81], [1.38, -1.21, 0.58], [-1.15, -0.79, -1.88], [-1.62, 1.42, 0.05], [-2.46, -0.12, -0.04], [-1.36, 0.27, 1.97]]
}


{
  "formula": "C3H7NO2",
  "method": "ωB97M-V/def2-TZVPD",
  "multiplicity": 1,
  "homo_lumo_gap_ha": 0.3246,
  "e_above_lowest_kcal_mol": 88.2,
  "molar_mass_g_mol": 89.1,
  "symbols": ["C", "O", "C", "C", "O", "N", "H", "H", "H", "H", "H", "H", "H"],
  "coordinates": [[-1.85, -0.15, -0.44], [-0.82, -1.06, -0.11], [0.06, -0.54, 0.84], [1.17, 0.25, 0.35], [1.57, 1.01, 1.31], [1.68, 0.30, -0.88], [-1.46, 0.76, -0.92], [-2.42, 0.15, 0.45], [-2.52, -0.66, -1.14], [0.44, -1.35, 1.47], [0.52, 0.61, 1.78], [2.30, 1.04, -1.16], [1.33, -0.36, -1.56]]
}


{
  "formula": "C3H7NO2",
  "method": "ωB97M-V/def2-TZVPD",
  "multiplicity": 1,
  "homo_lumo_gap_ha": 0.3592,
  "e_above_lowest_kcal_mol": 31.0,
  "smiles": "C[C@H](N)C(=O)O",
  "molar_mass_g_mol": 89.1,
  "symbols": ["C", "C", "C", "H", "H", "H", "H", "H", "H", "H", "N", "O", "O"],
  "coordinates": [[0.25, -0.24, 0.20], [-1.27, -0.31, -0.13], [0.92, 1.04, -0.37], [0.51, -2.29, -0.15], [1.86, -1.27, 0.45], [0.26, 0.05, 1.27], [0.48, 1.86, 0.21], [1.91, 1.18, -0.02], [0.72, 1.29, -1.38], [-2.83, 0.59, 0.10], [0.97, -1.45, -0.03], [-1.92, -1.29, -0.30], [-1.86, 0.84, 0.16]]
}


> Look up the multiplicity of the second one.

1